Here is a 2-piece molecular cluster, C4H12N2O overall in a non-equilibrium geometry from OMol25. Energies are from ωB97M-V with the def2-TZVPD basis set.

The geometry in XYZ format:
```
19
Properties=species:S:1:pos:R:3:lowdin_charge:R:1
C -1.363 -0.642 1.421 0.016
C -0.515 0.394 1.183 -0.469
N -0.695 1.702 1.454 0.105
C 0.793 0.193 0.449 -0.186
C 0.800 0.774 -0.992 -0.294
N -0.235 0.104 -1.752 -0.052
H -2.235 -0.457 2.103 0.061
H -1.038 -1.666 1.215 0.048
H -0.090 2.452 1.221 0.086
H -1.602 2.017 1.726 0.092
H 1.770 0.466 0.961 0.140
H 0.832 -0.888 0.410 0.051
H 0.776 1.879 -0.968 0.090
H 1.827 0.388 -1.562 0.165
H -1.206 0.242 -1.393 0.086
H -0.328 0.443 -2.757 0.105
O 1.225 -2.447 -0.844 -0.060
H 0.753 -3.149 -0.612 -0.053
H 0.529 -1.803 -1.265 0.069
```

Output
- largest force on an atom (eV Å⁻¹) = 6.68
- Kohn-Sham gap (eV) = 9.0
- energy relative to the best compared isomer or geometry (same formula, charge and spin) (kcal/mol) = 52.8
- SMILES = C=C(N)CCN.O
- total charge = 0